Entry from OMol25: an isolated ion of composition C2H9N4O and charge +1 in a non-equilibrium geometry (ωB97M-V/def2-TZVPD).

Summary:
* HOMO-LUMO gap (spin up / spin down): 5.793 / 5.093 eV
* largest force on an atom: 7.81 eV/Å
* ΔE to the lowest compared entry with this formula, charge and spin: 39.69 kJ/mol
* calculated total energy: -375.40926 Ha

```
! wB97M-V def2-TZVPD RIJCOSX def2/J DEFGRID3
* xyz 1 3
C -1.244 -0.160 0.021
C 1.171 0.580 0.174
N -2.158 -1.092 0.160
N -1.540 0.820 -0.869
N 2.304 -0.171 0.625
N -0.035 -0.194 0.640
O 1.152 0.698 -1.206
H 1.220 1.510 0.593
H -3.195 -1.142 -0.078
H -1.913 -1.866 0.857
H -2.350 0.805 -1.368
H -0.859 1.465 -1.192
H 2.631 -0.060 1.600
H 3.150 0.327 0.232
H 0.216 -1.143 1.025
H 1.950 0.116 -1.459
*
```

Results of the Mulliken charge analysis, in e, for atoms 1 through 5:
1 C 0.5187
2 C 0.2522
3 N -0.3251
4 N -0.3964
5 N -0.8504


Entry from OMol25: a 2-piece molecular cluster, C2H9N5 overall in a non-equilibrium geometry (ωB97M-V/def2-TZVPD).

Summary:
* HOMO-LUMO gap: 8.056 eV
* largest force on an atom: 5.02 eV/Å
* ΔE to the lowest compared entry with this formula, charge and spin: 575.42 kJ/mol
* calculated total energy: -354.54223 Ha

```
! wB97M-V def2-TZVPD RIJCOSX def2/J DEFGRID3
* xyz 2 1
C -2.442 0.163 0.165
C 0.612 0.265 -0.216
N -1.363 -0.549 0.276
N 0.883 1.324 -0.852
N 1.307 -0.690 0.345
N -3.686 -0.179 0.336
N 2.888 -0.753 0.394
H -2.310 1.192 -0.449
H 0.264 1.984 -1.194
H 1.798 1.526 -1.209
H 0.866 -1.676 0.507
H -4.444 0.636 0.170
H -4.000 -1.172 0.436
H 3.171 0.196 0.471
H 3.273 -1.158 1.331
H 3.181 -1.109 -0.512
*
```

Results of the Mulliken charge analysis, in e, for atoms 1 through 5:
1 C 0.2915
2 C 0.4760
3 N -0.2992
4 N -0.1869
5 N -0.2363


Entry from OMol25: an isolated molecule of C2H9N5O in a non-equilibrium geometry (ωB97M-V/def2-TZVPD).

Summary:
* HOMO-LUMO gap: 8.050 eV
* largest force on an atom: 2.46 eV/Å
* SMILES: CNN/C(=N/N)NO
* ΔE to the lowest compared entry with this formula, charge and spin: 567.30 kJ/mol
* calculated total energy: -430.46796 Ha

```
! wB97M-V def2-TZVPD RIJCOSX def2/J DEFGRID3
* xyz 0 1
C 2.970 0.282 -0.196
N 1.927 -0.294 0.595
N 0.951 -0.955 -0.165
C -0.346 -0.441 -0.165
N -1.317 -1.268 -0.108
N -2.585 -0.750 -0.020
N -0.297 1.001 -0.038
O -1.487 1.790 -0.049
H 3.758 0.707 0.473
H 3.394 -0.544 -0.804
H 2.691 1.095 -0.931
H 1.421 0.342 1.182
H 0.950 -1.931 -0.019
H -2.570 0.287 0.193
H -3.080 -1.277 0.740
H 0.241 1.366 -0.835
H -1.401 2.461 0.715
*
```

Results of the Mulliken charge analysis, in e, for atoms 1 through 5:
1 C -0.6320
2 N -0.4640
3 N -0.1136
4 C 0.3170
5 N -0.3953